Record 1
{
  "formula": "C19H62FN27O16S",
  "method": "wB97M-V/def2-TZVPD",
  "orbital_gap_ev": 9.3,
  "elements": ["C", "C", "C", "N", "C", "O", "C", "C", "S", "O", "O", "F", "H", "H", "H", "H", "H", "H", "H", "H", "H", "H", "C", "O", "N", "N", "H", "H", "H", "H", "C", "O", "N", "N", "H", "H", "H", "H", "C", "O", "N", "N", "H", "H", "H", "H", "C", "O", "N", "N", "H", "H", "H", "H", "C", "O", "N", "N", "H", "H", "H", "H", "C", "O", "N", "N", "H", "H", "H", "H", "C", "O", "N", "N", "H", "H", "H", "H", "C", "O", "N", "N", "H", "H", "H", "H", "C", "O", "N", "N", "H", "H", "H", "H", "C", "O", "N", "N", "H", "H", "H", "H", "C", "O", "N", "N", "H", "H", "H", "H", "C", "O", "N", "N", "H", "H", "H", "H", "C", "O", "N", "N", "H", "H", "H", "H"],
  "positions_angstrom": [[3.513, -1.573, -2.498], [3.834, -1.807, -1.358], [3.815, -2.241, 0.071], [2.442, -2.508, 0.565], [1.434, -1.599, 0.009], [0.248, -1.603, 0.773], [-0.672, -0.695, 0.180], [-0.553, 0.730, 0.760], [2.369, -2.602, 2.233], [1.513, -3.678, 2.594], [2.185, -1.345, 2.884], [3.861, -3.062, 2.573], [3.185, -1.098, -3.430], [4.356, -1.475, 0.653], [4.432, -3.153, 0.132], [1.803, -0.561, -0.114], [1.190, -1.981, -0.997], [-1.703, -1.038, 0.339], [-0.529, -0.619, -0.913], [0.415, 1.200, 0.539], [-0.791, 0.767, 1.830], [-1.316, 1.361, 0.276], [-2.451, 4.073, 1.963], [-2.429, 2.857, 1.767], [-1.419, 4.727, 2.557], [-3.507, 4.848, 1.605], [-1.405, 5.716, 2.733], [-0.628, 4.176, 2.826], [-4.288, 4.391, 1.170], [-3.547, 5.837, 1.761], [-5.550, 2.054, 3.931], [-5.888, 3.209, 4.145], [-6.342, 0.984, 4.254], [-4.360, 1.733, 3.351], [-6.083, 0.028, 4.090], [-7.232, 1.180, 4.678], [-3.744, 2.494, 3.091], [-4.066, 0.792, 3.168], [2.650, 0.818, -5.489], [3.057, -0.267, -5.075], [1.684, 1.529, -4.840], [3.120, 1.398, -6.614], [1.342, 2.422, -5.160], [1.310, 1.134, -3.997], [3.835, 0.910, -7.121], [2.783, 2.289, -6.950], [-6.219, 1.912, 9.029], [-6.405, 1.898, 10.234], [-6.942, 1.144, 8.163], [-5.270, 2.700, 8.440], [-6.800, 1.144, 7.171], [-7.652, 0.554, 8.554], [-4.719, 3.280, 9.044], [-5.106, 2.729, 7.451], [3.666, -5.379, -5.328], [3.681, -6.598, -5.413], [4.627, -4.677, -4.679], [2.666, -4.620, -5.872], [4.621, -3.676, -4.592], [5.371, -5.200, -4.253], [1.932, -5.106, -6.351], [2.635, -3.618, -5.815], [3.207, 5.148, -6.552], [2.502, 4.155, -6.432], [3.415, 5.752, -7.754], [3.837, 5.723, -5.492], [3.987, 6.565, -7.877], [2.960, 5.351, -8.554], [3.702, 5.299, -4.593], [4.418, 6.536, -5.565], [-7.742, -0.099, 0.709], [-8.611, -0.212, 1.558], [-6.537, 0.451, 1.010], [-7.905, -0.513, -0.582], [-5.786, 0.568, 0.356], [-6.410, 0.757, 1.961], [-8.787, -0.925, -0.825], [-7.197, -0.427, -1.286], [1.008, 5.965, 5.299], [0.515, 6.673, 4.433], [0.756, 4.627, 5.393], [1.852, 6.459, 6.249], [1.150, 4.032, 6.096], [0.135, 4.230, 4.717], [2.059, 7.440, 6.211], [2.268, 5.900, 6.969], [2.420, -6.923, -1.667], [3.504, -6.517, -1.277], [1.981, -6.738, -2.943], [1.557, -7.599, -0.847], [1.097, -7.065, -3.281], [2.594, -6.243, -3.571], [1.850, -7.750, 0.101], [0.664, -7.942, -1.141], [-1.526, 2.140, -7.305], [-1.207, 3.211, -6.818], [-2.532, 2.022, -8.224], [-0.903, 0.973, -6.972], [-2.810, 1.153, -8.636], [-3.010, 2.863, -8.490], [-0.159, 1.030, -6.298], [-1.146, 0.080, -7.357], [6.986, -4.031, 1.183], [6.628, -3.328, 0.241], [6.631, -5.342, 1.280], [7.758, -3.547, 2.188], [6.907, -5.936, 2.037], [6.057, -5.721, 0.546], [8.044, -2.577, 2.128], [8.063, -4.098, 2.966], [9.591, -1.036, 0.198], [9.218, -1.024, 1.366], [8.947, -1.742, -0.765], [10.690, -0.337, -0.218], [9.235, -1.770, -1.724], [8.132, -2.263, -0.474], [11.186, 0.194, 0.474], [11.017, -0.330, -1.164], [-10.539, -1.243, 4.452], [-9.398, -1.086, 4.859], [-11.493, -1.887, 5.196], [-10.959, -0.795, 3.237], [-12.435, -2.029, 4.887], [-11.217, -2.229, 6.097], [-10.283, -0.317, 2.660], [-11.894, -0.915, 2.897]],
  "mulliken_charge": [0.021, -0.660, -0.231, 0.235, -0.807, -0.382, -0.410, -0.830, 1.136, -0.627, -0.577, -0.212, 0.484, 0.378, 0.096, 0.436, 0.467, 0.334, 0.292, 0.267, 0.205, 0.329, 0.779, -0.693, -0.312, -0.360, 0.117, 0.132, 0.237, 0.163, 0.734, -0.689, -0.328, -0.162, 0.190, 0.114, 0.010, 0.146, 0.572, -0.764, -0.331, -0.275, 0.243, 0.121, 0.197, 0.255, 0.574, -0.649, -0.314, -0.317, 0.197, 0.154, 0.185, 0.168, 0.490, -0.635, -0.291, -0.329, 0.139, 0.201, 0.206, 0.152, 0.620, -0.703, -0.396, -0.385, 0.165, 0.219, 0.219, 0.164, 0.498, -0.684, -0.288, -0.400, 0.138, 0.178, 0.234, 0.159, 0.643, -0.629, -0.263, -0.403, 0.179, 0.108, 0.221, 0.161, 0.630, -0.646, -0.255, -0.409, 0.135, 0.244, 0.230, 0.144, 0.628, -0.623, -0.396, -0.294, 0.154, 0.230, 0.187, 0.165, 0.859, -0.772, -0.420, -0.367, 0.147, 0.234, 0.234, 0.143, 0.652, -0.704, -0.291, -0.398, 0.171, 0.202, 0.231, 0.154, 0.587, -0.635, -0.399, -0.318, 0.150, 0.221, 0.316, 0.154]
}

***

Record 2
{
  "formula": "C19H64O13",
  "method": "wB97M-V/def2-TZVPD",
  "orbital_gap_ev": 9.6,
  "elements": ["C", "C", "C", "O", "H", "H", "H", "H", "H", "H", "H", "H", "C", "C", "C", "O", "H", "H", "H", "H", "H", "H", "H", "H", "C", "C", "C", "O", "H", "H", "H", "H", "H", "H", "H", "H", "C", "O", "H", "H", "H", "H", "C", "O", "H", "H", "H", "H", "C", "O", "H", "H", "H", "H", "C", "O", "H", "H", "H", "H", "C", "O", "H", "H", "H", "H", "C", "O", "H", "H", "H", "H", "C", "O", "H", "H", "H", "H", "C", "O", "H", "H", "H", "H", "C", "O", "H", "H", "H", "H", "C", "O", "H", "H", "H", "H"],
  "positions_angstrom": [[4.381, 2.096, 5.050], [5.641, 1.987, 4.187], [6.464, 3.252, 4.194], [6.448, 0.906, 4.628], [3.857, 1.140, 5.083], [3.740, 2.917, 4.726], [4.629, 2.325, 6.094], [5.302, 1.790, 3.159], [7.219, 3.150, 3.414], [6.926, 3.389, 5.173], [5.845, 4.122, 3.976], [5.912, 0.111, 4.797], [8.660, -0.969, 6.673], [9.595, 0.031, 6.013], [10.135, -0.466, 4.663], [8.997, 1.315, 5.937], [8.024, -1.538, 5.991], [8.006, -0.503, 7.411], [9.232, -1.693, 7.266], [10.486, 0.175, 6.633], [9.310, -0.462, 3.943], [10.533, -1.471, 4.797], [10.903, 0.201, 4.276], [8.173, 1.238, 5.423], [7.691, 7.239, 8.474], [7.613, 7.566, 7.002], [8.082, 6.426, 6.113], [6.240, 7.818, 6.649], [7.198, 6.305, 8.741], [7.200, 8.072, 8.993], [8.710, 7.192, 8.861], [8.237, 8.438, 6.789], [7.917, 6.636, 5.052], [7.674, 5.442, 6.330], [9.175, 6.383, 6.172], [5.860, 8.438, 7.281], [2.593, 5.057, 2.753], [3.040, 6.392, 2.834], [1.922, 4.948, 1.898], [3.407, 4.347, 2.550], [2.077, 4.773, 3.673], [3.562, 6.456, 3.657], [2.926, 1.389, 1.160], [1.810, 1.777, 1.961], [2.621, 1.123, 0.143], [3.609, 2.238, 1.096], [3.376, 0.503, 1.596], [1.320, 2.454, 1.486], [10.327, 3.556, 3.445], [10.005, 3.400, 2.070], [11.141, 4.282, 3.490], [9.473, 3.834, 4.064], [10.743, 2.645, 3.897], [9.136, 2.971, 2.026], [3.524, 3.403, 9.360], [2.115, 3.424, 9.451], [3.853, 3.083, 8.372], [3.989, 4.392, 9.470], [3.962, 2.745, 10.115], [1.857, 3.867, 10.266], [4.007, 5.590, 6.212], [4.717, 6.085, 5.087], [3.030, 5.168, 5.995], [4.621, 4.814, 6.688], [3.833, 6.373, 6.956], [5.351, 6.746, 5.432], [0.719, 4.161, 6.360], [0.833, 4.992, 7.498], [0.069, 3.328, 6.677], [0.130, 4.675, 5.602], [1.602, 3.649, 5.966], [1.264, 4.489, 8.218], [3.982, -1.997, 4.590], [5.368, -1.712, 4.753], [3.803, -2.525, 3.651], [3.570, -2.658, 5.364], [3.446, -1.063, 4.736], [5.882, -2.521, 4.695], [5.900, -0.912, 1.403], [5.826, -0.065, 0.252], [4.913, -1.246, 1.730], [6.548, -1.752, 1.144], [6.336, -0.365, 2.239], [5.183, -0.392, -0.379], [-0.275, 1.396, 4.532], [1.010, 0.833, 4.729], [-0.759, 0.990, 3.632], [-0.945, 1.146, 5.351], [-0.162, 2.471, 4.367], [1.552, 1.125, 3.986], [6.683, 3.323, 0.646], [7.569, 2.247, 0.950], [6.945, 4.143, 1.314], [6.797, 3.683, -0.378], [5.654, 3.016, 0.830], [7.104, 1.419, 0.779]],
  "mulliken_charge": [-0.612, 1.839, -0.843, 0.172, -0.130, -0.185, 0.192, -0.603, -0.600, 0.430, 0.398, -0.087, -1.210, 0.556, -1.136, -0.551, 0.080, 0.349, 0.468, 0.297, 0.097, 0.446, 0.290, 0.170, -1.383, 0.650, -1.371, -0.527, 0.257, 0.421, 0.371, 0.217, 0.391, 0.165, 0.524, 0.263, -0.059, -0.641, 0.354, -0.002, 0.023, 0.385, -0.261, -0.421, 0.412, -0.006, 0.045, 0.248, -0.051, -0.555, 0.341, -0.068, 0.017, 0.353, -0.109, -0.590, -0.182, 0.262, 0.349, 0.300, 0.044, -0.443, -0.358, 0.111, 0.384, 0.246, -0.497, -0.583, 0.375, 0.340, 0.124, 0.397, -0.406, -0.429, 0.276, 0.311, 0.023, 0.249, -0.237, -0.600, 0.264, 0.412, -0.137, 0.310, -0.576, -0.451, 0.266, 0.297, 0.136, 0.261, 0.081, -0.566, 0.226, 0.353, -0.382, 0.227]
}

***

Number 1: LUMO 0.008 Ha. Number 2: LUMO 0.012 Ha.